# 1
DFT (ωB97M-V/def2-TZVPD) results for 2 unconnected molecules or ions with the total composition CH3IO3 in a non-equilibrium geometry.

Geometry as XYZ:
```
8
Properties=species:S:1:pos:R:3:mulliken_charge:R:1
O -0.95174 -1.33898 1.02150 -0.443
H 0.94214 1.14398 -0.75855 0.293
C -1.47398 -1.15236 -0.17866 0.555
O -1.14435 -1.75102 -1.14935 -0.458
H 0.70797 0.62356 0.80787 0.311
H -0.17733 -1.91078 0.90843 0.301
I -3.18789 0.14469 -0.04008 0.019
O 0.35250 0.75692 -0.09161 -0.579
```

Properties
- SMILES = O=C(O)I.O
- HOMO energy (hartree) = -0.358
- calculated total energy (hartree) = -563.318002
- total charge = 0
- LUMO energy (eV) = 0.217
- ΔE to the lowest compared entry with this formula, charge and spin (eV) = 0.566
- largest force on an atom (eV Å⁻¹) = 1.3
- HOMO-LUMO gap (Ha) = 0.3657

# 2
DFT (ωB97M-V/def2-TZVPD) results for 6 unconnected molecules or ions with the total composition C2H16NO5 in a non-equilibrium geometry.

Geometry as XYZ:
```
24
Properties=species:S:1:pos:R:3:mulliken_charge:R:1
H -1.91514 2.55217 -1.52975 0.321
O 0.47485 -1.69957 -3.08541 -0.688
H 0.28396 0.00350 0.96565 0.325
N -0.04075 -0.76322 1.59156 -0.219
H -0.16015 -2.61433 -1.32792 0.331
H -1.28425 -0.08317 3.18786 0.415
O -0.97162 2.23030 -1.45097 -0.648
H 0.74997 -0.54098 2.40950 0.426
O 1.29908 3.31221 0.15621 -0.699
H 1.65895 1.78021 0.41731 0.410
H -2.44592 -1.48202 0.72785 0.317
H 1.39759 -1.83346 -3.32295 0.337
H -0.05230 -1.67118 1.12954 0.289
H -3.27622 -1.24110 2.38257 0.228
C -1.32967 -0.54457 2.28657 -0.063
H 2.80917 1.32162 1.28435 0.292
H 1.61562 4.16370 -0.10693 0.327
H -0.02867 -2.24150 -3.71227 0.344
H 1.33922 -2.70139 -1.00217 0.296
H 0.79562 3.15954 -0.74976 0.352
C -2.38802 -1.13882 1.69904 -0.696
H -0.94588 1.71214 -2.23699 0.318
O 1.98472 1.03172 0.89289 -0.695
O 0.42983 -2.71182 -0.60578 -0.621
```

Properties
- HOMO energy (hartree) = -0.525
- calculated total energy (hartree) = -516.460642
- total charge = +1
- LUMO energy (eV) = -2.783
- ΔE to the lowest compared entry with this formula, charge and spin (eV) = 1.977
- largest force on an atom (eV Å⁻¹) = 5.6
- HOMO-LUMO gap (Ha) = 0.4228

# 3
DFT (ωB97M-V/def2-TZVPD) results for a molecular structure, C4H5I in a non-equilibrium geometry.

Geometry as XYZ:
```
10
Properties=species:S:1:pos:R:3:mulliken_charge:R:1
H -0.92911 2.09437 -1.88086 0.254
I 0.50390 2.29053 1.03480 0.072
C -1.28663 1.16799 -1.62519 -0.674
H 0.85615 0.20570 3.21621 0.234
C -0.77546 0.52069 -0.60270 0.028
H -2.08828 0.82748 -2.22962 0.248
C 1.94566 0.69038 1.57974 -0.318
H 2.30954 -0.93157 2.63609 0.239
C 1.69943 -0.04545 2.59589 -0.382
H 2.85062 0.54642 0.83516 0.300
```

Properties
- HOMO energy (hartree) = -0.318
- calculated total energy (hartree) = -452.897700
- total charge = 0
- LUMO energy (eV) = -0.009
- ΔE to the lowest compared entry with this formula, charge and spin (eV) = 4.095
- largest force on an atom (eV Å⁻¹) = 4.9
- HOMO-LUMO gap (Ha) = 0.3179

# 4
DFT (ωB97M-V/def2-TZVPD) results for 2 unconnected molecules or ions with the total composition C4H6FN in a non-equilibrium geometry.

Geometry as XYZ:
```
12
Properties=species:S:1:pos:R:3:mulliken_charge:R:1
C 0.87014 -1.03346 -0.73992 0.620
H -0.60847 2.24691 1.14632 0.287
C -1.46158 -0.58022 1.43674 -0.243
H 0.19687 -0.94122 0.14477 -0.083
F 0.50398 -0.00300 -1.64658 -0.266
H -1.19245 1.69224 -0.45205 0.269
C 1.95315 -1.77436 -0.74971 -0.815
C -1.40305 1.83380 0.53943 -0.634
N -1.42426 0.51334 1.09374 -0.021
H 2.24024 -2.29107 0.06515 0.308
H -2.40148 2.15478 0.69282 0.317
H 2.72692 -1.81772 -1.53070 0.261
```

Properties
- HOMO energy (hartree) = -0.375
- calculated total energy (hartree) = -310.524220
- total charge = 0
- LUMO energy (eV) = 0.905
- ΔE to the lowest compared entry with this formula, charge and spin (eV) = 2.540
- largest force on an atom (eV Å⁻¹) = 4.0
- HOMO-LUMO gap (Ha) = 0.4087

# 5
DFT (ωB97M-V/def2-TZVPD) results for 2 unconnected molecules or ions with the total composition C5H14 in a non-equilibrium geometry.

Geometry as XYZ:
```
19
Properties=species:S:1:pos:R:3:mulliken_charge:R:1
C -0.24771 -1.30678 -0.90162 -0.154
H -0.43484 0.83072 -1.28989 0.235
H 1.12879 0.21237 -0.56463 0.262
H -0.88678 1.77367 2.60748 0.253
H 1.29967 0.34613 1.42984 0.135
C -1.09802 -1.94689 -2.02445 -1.104
H -0.88646 -1.21270 -0.02664 0.239
H -2.01764 -2.32766 -1.58355 0.326
C 0.33467 0.06473 -1.29108 -1.140
C -0.09245 2.00002 1.90440 -0.665
H -1.38576 -1.18072 -2.75106 0.296
H 1.98340 1.64159 2.37038 0.268
H -0.53752 -2.70926 -2.55365 0.291
H 0.78208 -0.09838 -2.26440 0.442
H 1.07283 0.53384 3.18444 0.338
H 0.18934 3.03815 1.97714 0.309
H 0.58174 -1.97434 -0.67046 0.306
C 1.07136 1.05024 2.22395 -0.760
H -0.53082 1.79002 0.93089 0.123
```

Properties
- SMILES = CCC.CC
- HOMO energy (hartree) = -0.419
- calculated total energy (hartree) = -198.870612
- total charge = 0
- LUMO energy (eV) = 1.199
- ΔE to the lowest compared entry with this formula, charge and spin (eV) = 0.505
- largest force on an atom (eV Å⁻¹) = 1.7
- HOMO-LUMO gap (Ha) = 0.4631

# 6
DFT (ωB97M-V/def2-TZVPD) results for a molecular structure, C4H12AgBO2PS in a non-equilibrium geometry.

Geometry as XYZ:
```
22
Properties=species:S:1:pos:R:3:mulliken_charge:R:1
H 0.91477 0.80009 1.26392 0.094
C 1.33999 0.41186 -0.99377 -0.580
O -1.04968 -3.30776 1.87421 -0.666
H 1.56514 2.30290 0.31346 0.298
H -0.24584 -1.02851 2.41571 0.173
H -1.43221 1.39254 0.67792 0.058
C 0.81085 1.39346 0.24610 -0.254
H -0.43068 3.95159 -0.38613 0.351
Ag 0.83074 -2.59579 2.42172 0.426
P -1.07403 -1.76093 1.48161 0.423
O -0.84661 3.42886 0.37087 -0.515
H 1.81995 -1.56718 0.12004 0.058
H -2.46481 -1.33573 1.66027 0.202
H -1.63415 -0.86665 -2.71185 0.181
C -0.68572 2.01812 -0.01036 -0.212
H 2.52375 0.55000 -1.05874 0.297
S -1.83971 -1.82989 -1.69133 -0.271
H 1.33927 -1.75374 -1.73148 0.221
B -0.48748 -1.57518 -0.36522 0.505
C 1.08514 -1.18899 -0.71117 -0.306
H -0.95973 1.78095 -1.13736 0.212
H 0.92107 0.77997 -2.04843 0.305
```

Properties
- HOMO energy (hartree) = -0.493
- calculated total energy (hartree) = -1221.036019
- total charge = +1
- LUMO energy (eV) = -5.795
- largest force on an atom (eV Å⁻¹) = 4.7
- HOMO-LUMO gap (Ha) = 0.2799

calculated total energy of number 4 (C4H6FN)? -310.524220 hartree

What is the calculated total energy in the third record? -452.897700 hartree

Which value of HOMO-LUMO gap does entry 2 give? 0.4228 Ha

What is the largest force on an atom in the fifth record? 1.7 eV Å⁻¹